A.
{"formula": "C2HCl2O3", "method": "ωB97M-V/def2-TZVPD", "lumo_energy_ha": 0.128, "total_charge": -1, "orbital_gap_ev": 6.8, "symbols": ["C", "C", "O", "O", "O", "Cl", "Cl", "H"], "xyz": [[1.04948, 1.52836, 0.09790], [-0.71616, -0.54833, 0.10089], [0.36594, 2.44365, 0.31078], [1.83222, 0.67209, 0.00754], [0.14642, -1.65824, 0.02532], [-1.35299, -0.16400, -1.80005], [-2.24760, -1.12719, 0.98528], [0.92268, -1.14633, 0.27233]]}


B.
{"formula": "C2HCl2O3", "method": "ωB97M-V/def2-TZVPD", "lumo_energy_ha": 0.133, "total_charge": -1, "orbital_gap_ev": 9.2, "symbols": ["C", "C", "O", "O", "O", "Cl", "Cl", "H"], "xyz": [[-2.06180, -0.92896, 0.08086], [0.67570, -0.67506, 0.11890], [-2.70254, -1.77252, 0.59946], [-2.00133, 0.09444, -0.51520], [-0.25245, -1.54125, 0.25223], [1.96046, -0.64515, 1.58303], [1.67917, -0.88261, -1.26053], [0.17820, 0.33092, 0.18368]]}


Stability check: which of them is least stable? A.


A.
{"formula": "ClHNO2S2", "method": "ωB97M-V/def2-TZVPD", "lumo_energy_ha": [0.114, 0.113], "total_charge": -1, "orbital_gap_ev": [6.6, 6.6], "symbols": ["N", "O", "O", "S", "S", "Cl", "H"], "xyz": [[-0.87770, -0.26387, 2.13925], [0.82637, -0.69757, -1.91949], [2.65346, 0.67464, -1.02504], [-0.38842, -0.47895, 0.68536], [1.20261, 0.62601, -1.40531], [-1.60065, 0.85745, -0.73734], [-1.81568, -0.71771, 2.26258]]}


B.
{"formula": "ClHNO2S2", "method": "ωB97M-V/def2-TZVPD", "lumo_energy_ha": 0.132, "total_charge": -1, "orbital_gap_ev": 7.0, "symbols": ["N", "O", "O", "S", "S", "Cl", "H"], "xyz": [[-0.29779, -0.39811, 0.85605], [1.39037, 0.73728, -0.42898], [1.42864, -1.86751, -0.35910], [-1.87118, -0.27129, 0.85606], [0.54271, -0.72740, -0.53096], [-1.97857, 1.33718, -0.55679], [0.78583, 1.18986, 0.16372]]}


Stability check: which of them is least stable? A.


A.
{"formula": "C3H11N3", "method": "ωB97M-V/def2-TZVPD", "smiles": "C/[NH+]=C/NC[NH3+]", "lumo_energy_ha": -0.310, "total_charge": 2, "orbital_gap_ev": 11.3, "symbols": ["C", "C", "C", "N", "N", "N", "H", "H", "H", "H", "H", "H", "H", "H", "H", "H", "H"], "xyz": [[1.23020, -1.44960, 0.03430], [-0.86123, -0.13364, 0.52856], [-1.27786, 2.21691, 0.61744], [-0.23131, -1.24961, 0.36601], [1.35391, -1.05615, -1.42110], [-0.70190, 1.08599, 0.11007], [1.73995, -0.69790, 0.63391], [1.56367, -2.39321, 0.31232], [-1.92944, -0.07380, 1.14078], [0.27663, 1.41380, -0.21199], [-0.71694, 3.03937, 1.07228], [-1.95260, 2.48929, -0.24197], [-1.82651, 1.84625, 1.49769], [-0.59572, -2.11333, 0.54570], [2.29569, -1.43191, -1.77810], [0.45422, -1.45175, -1.71429], [1.17922, -0.04073, -1.49163]]}


B.
{"formula": "C3H11N3", "method": "ωB97M-V/def2-TZVPD", "smiles": "C[NH2+]/[N+](C)=C/N", "lumo_energy_ha": -0.346, "total_charge": 2, "orbital_gap_ev": 11.0, "symbols": ["C", "C", "C", "N", "N", "N", "H", "H", "H", "H", "H", "H", "H", "H", "H", "H", "H"], "xyz": [[-1.24843, -0.58777, 0.09595], [-0.07984, 1.57784, -0.11284], [1.95637, -0.91521, -0.41935], [-2.65719, -0.41239, -0.01962], [-0.15221, 0.17027, 0.08125], [1.03776, -0.38723, 0.63755], [-1.17988, -1.59073, 0.10172], [-3.05299, 0.51044, 0.05702], [-0.94712, 1.97325, -0.55695], [0.03271, 2.13602, 0.86689], [0.76003, 1.97906, -0.69913], [1.46289, -1.63626, -0.99281], [2.11454, -0.04413, -1.17220], [2.97265, -1.17291, 0.03959], [-3.20702, -1.14141, -0.36970], [1.47587, 0.47112, 1.00331], [0.71184, -0.92997, 1.45931]]}


Stability check: which of them is least stable? B.


A.
{"formula": "CH3ClN2O2", "method": "ωB97M-V/def2-TZVPD", "smiles": "[O-]/[N+](CCl)=N\\O", "lumo_energy_ha": 0.028, "orbital_gap_ev": 10.6, "symbols": ["C", "N", "N", "O", "O", "Cl", "H", "H", "H"], "xyz": [[-1.30512, 0.21706, -0.28472], [0.86567, 0.44388, 0.62190], [0.20915, -0.18662, -0.24459], [0.67837, -0.91177, -1.08778], [2.19075, 0.07231, 0.35863], [-2.20249, -1.27919, 0.01253], [-1.34794, 0.98610, 0.54050], [-1.65770, 0.60728, -1.16659], [2.56931, 0.05095, 1.25012]]}


B.
{"formula": "CH3ClN2O2", "method": "ωB97M-V/def2-TZVPD", "lumo_energy_ha": [-0.030, -0.072], "orbital_gap_ev": [8.4, 6.8], "symbols": ["C", "N", "N", "O", "O", "Cl", "H", "H", "H"], "xyz": [[-1.33553, 0.87265, -0.46339], [0.96958, -0.84568, 0.66841], [0.97506, 0.19971, -0.05158], [1.97499, -1.56776, 1.02326], [1.83657, 0.96520, -0.38373], [-2.19611, -0.58649, -0.32923], [-1.64402, 1.49572, 0.37440], [-0.73654, 0.87753, -1.38907], [0.15601, -1.41088, 0.55093]]}


Stability check: which of them is least stable? B.


A.
{"formula": "CH3ClN2O2", "method": "ωB97M-V/def2-TZVPD", "lumo_energy_ha": [-0.022, -0.032], "orbital_gap_ev": [8.9, 8.8], "symbols": ["C", "N", "N", "O", "O", "Cl", "H", "H", "H"], "xyz": [[1.21032, -0.27427, 0.16878], [0.08085, -0.75071, -0.68201], [-1.46268, 0.98519, -0.14572], [-0.99519, 2.04141, -0.10301], [-2.52022, 0.49154, -0.02342], [-0.77969, -2.10724, -0.21129], [2.02648, -0.58704, -0.38043], [1.24741, 0.83501, 0.09603], [1.19273, -0.63390, 1.28106]]}


B.
{"formula": "CH3ClN2O2", "method": "ωB97M-V/def2-TZVPD", "lumo_energy_ha": [-0.078, -0.077], "orbital_gap_ev": [7.3, 7.3], "symbols": ["C", "N", "N", "O", "O", "Cl", "H", "H", "H"], "xyz": [[0.13370, -0.97970, 0.30421], [-0.23245, 1.77991, 0.36890], [1.29470, -0.65930, 0.68354], [2.37787, -0.85165, 0.13760], [1.32372, -0.09875, 1.86181], [0.77462, 1.84049, 1.63003], [-0.62326, -0.56162, 0.88099], [-0.17130, -1.37546, -0.55791], [0.14746, 1.84538, -0.51967]]}


C.
{"formula": "CH3ClN2O2", "method": "ωB97M-V/def2-TZVPD", "lumo_energy_ha": 0.013, "orbital_gap_ev": 9.3, "symbols": ["C", "N", "N", "O", "O", "Cl", "H", "H", "H"], "xyz": [[0.37797, 0.21295, -0.64387], [-1.72583, -1.04317, -0.18816], [-1.34324, 0.20263, -0.14801], [-2.79115, -1.62308, -0.05282], [-1.85092, 1.34380, -0.01583], [1.29851, -1.16374, -0.11372], [0.61618, 0.26822, -1.67249], [0.60013, 1.12616, -0.22052], [-0.98022, -1.70957, -0.49498]]}


Stability check: which of them is least stable? B.


A.
{"formula": "C4H8N2S", "method": "ωB97M-V/def2-TZVPD", "smiles": "SC[C@@H]1CC=NN1", "lumo_energy_ha": 0.029, "orbital_gap_ev": 10.0, "symbols": ["C", "C", "C", "C", "H", "H", "H", "H", "H", "H", "H", "H", "N", "N", "S"], "xyz": [[0.05909, -0.96111, 1.18600], [0.28020, -0.20520, -0.07242], [-0.26062, 1.17065, -0.14995], [-0.33947, 1.12323, -1.74653], [1.84898, -0.83637, 2.65354], [-1.07113, -0.70164, 1.31340], [0.42844, -2.03579, 1.23404], [1.29388, -0.10471, -0.39696], [-1.32004, 1.27992, 0.17149], [0.46277, 2.09483, 0.08016], [-0.01082, 2.02305, -2.56750], [-0.64300, -1.84415, -1.21541], [-0.66593, -0.05822, -2.26071], [-0.83187, -0.90249, -0.96451], [0.76952, -0.04200, 2.73537]]}


B.
{"formula": "C4H8N2S", "method": "ωB97M-V/def2-TZVPD", "lumo_energy_ha": [-0.030, -0.030], "orbital_gap_ev": [7.3, 7.3], "symbols": ["C", "C", "C", "C", "N", "N", "S", "H", "H", "H", "H", "H", "H", "H", "H"], "xyz": [[2.68433, 0.19736, -0.58690], [3.85687, -0.23276, 0.21085], [-2.95775, -0.09827, 0.77345], [-2.43171, 0.13870, -0.58414], [1.53120, 0.36625, -0.41575], [0.45736, 0.87447, -0.55565], [-0.99954, -0.83435, -0.97974], [3.39414, -0.95129, 0.86371], [4.14406, 0.72083, 0.75270], [4.62663, -0.64765, -0.41880], [-3.41506, -1.07967, 0.69886], [-2.15816, -0.18970, 1.55160], [-3.63305, 0.64590, 0.91446], [-1.99883, 1.14250, -0.81433], [-3.10049, -0.05232, -1.41034]]}


Stability check: which of them is least stable? B.


A.
{"formula": "C4H8N2S", "method": "ωB97M-V/def2-TZVPD", "smiles": "C=NN[C@@H](C)C=S", "lumo_energy_ha": -0.009, "orbital_gap_ev": 8.2, "symbols": ["C", "C", "C", "C", "H", "H", "H", "H", "H", "H", "H", "H", "N", "N", "S"], "xyz": [[-0.79691, 1.78165, 0.12285], [-0.19394, 0.33652, 0.35740], [1.68528, -1.93813, 0.38165], [-1.22628, -0.50096, -0.61895], [-1.73309, 1.72014, 0.63017], [-0.71636, 2.22450, -0.91843], [-0.10822, 2.47406, 0.77674], [-0.53877, 0.06527, 1.45366], [1.09295, 0.74897, -1.11639], [1.19604, -1.78183, 1.55921], [2.17899, -2.96511, 0.16704], [-1.36724, 0.12087, -1.74652], [1.12166, 0.28434, -0.26451], [1.74012, -1.02836, -0.70231], [-2.33425, -1.54192, -0.08160]]}


B.
{"formula": "C4H8N2S", "method": "ωB97M-V/def2-TZVPD", "lumo_energy_ha": -0.030, "orbital_gap_ev": 8.5, "symbols": ["C", "C", "C", "C", "N", "N", "S", "H", "H", "H", "H", "H", "H", "H", "H"], "xyz": [[-0.72718, -1.51513, -1.99738], [0.57497, 1.31948, -0.43588], [0.67339, -0.16481, 0.14260], [-0.56488, -1.01627, 0.33405], [-1.16870, -1.51109, -3.08456], [-1.81523, -0.56154, 0.54802], [-0.34892, -2.61469, 1.04733], [0.25381, 2.04301, 0.36029], [1.62472, 1.55009, -0.76548], [-0.06445, 1.25082, -1.35060], [1.33055, -0.13004, 1.11248], [1.30081, -0.66048, -0.54319], [-2.49765, -1.20733, 0.64564], [-1.89628, 0.30701, 1.11208], [0.99505, -2.51876, 1.58381]]}


C.
{"formula": "C4H8N2S", "method": "ωB97M-V/def2-TZVPD", "lumo_energy_ha": 0.028, "orbital_gap_ev": 8.9, "symbols": ["C", "C", "C", "C", "H", "H", "H", "H", "H", "H", "H", "H", "N", "N", "S"], "xyz": [[1.68126, 1.08085, -0.81447], [0.42537, 0.76046, -0.05387], [-0.19369, -0.64600, -0.21197], [-0.66365, -1.71857, 0.73212], [2.39454, 0.46551, -0.12136], [2.10125, 2.29399, -1.19039], [1.83667, 0.27664, -1.88512], [-2.09296, 1.12775, 1.11671], [0.14756, -0.94018, -1.14108], [-0.47564, -2.62058, 0.19417], [-0.38463, -1.53047, 1.75086], [-2.19881, -1.29457, -0.79785], [0.23219, 1.69558, 0.69009], [-1.71994, -0.82072, 0.08950], [-1.08951, 1.87030, 1.64265]]}


Stability check: which of them is least stable? A.


A.
{"formula": "C5H13NS", "method": "ωB97M-V/def2-TZVPD", "smiles": "CC(C)[C@@H](C)SN", "lumo_energy_ha": 0.028, "orbital_gap_ev": 9.4, "symbols": ["C", "C", "C", "C", "C", "N", "S", "H", "H", "H", "H", "H", "H", "H", "H", "H", "H", "H", "H", "H"], "xyz": [[0.97346, -0.32252, -1.86044], [1.92107, 0.85303, 0.18771], [-0.40725, -0.36260, 1.74258], [1.07575, -0.25968, -0.25049], [-0.37949, -0.26665, 0.26739], [-2.90646, 0.24234, -0.03030], [-1.50850, 1.10501, -0.31706], [0.33820, 0.44258, -2.31099], [0.67149, -1.23889, -2.28067], [1.98185, -0.23254, -2.15082], [1.89101, 1.04143, 1.22113], [2.94140, 0.78283, -0.20000], [1.41705, 1.67916, -0.37478], [-0.56956, 0.54251, 2.23497], [0.37652, -1.02916, 2.06424], [-1.30193, -1.00809, 2.26537], [1.48387, -1.31473, -0.06077], [-0.91883, -1.13451, -0.05207], [-3.51881, 0.51544, 0.77922], [-3.56084, -0.03497, -0.87421]]}


B.
{"formula": "C5H13NS", "method": "ωB97M-V/def2-TZVPD", "smiles": "CNCCCCS", "lumo_energy_ha": 0.038, "orbital_gap_ev": 9.4, "symbols": ["C", "C", "C", "S", "C", "N", "C", "H", "H", "H", "H", "H", "H", "H", "H", "H", "H", "H", "H", "H"], "xyz": [[0.02035, -1.00032, -0.12782], [1.12367, 0.02997, -0.45199], [2.36962, -0.57912, -1.04992], [2.59559, 0.04985, -2.85875], [-1.06644, -0.48617, 0.79457], [-1.82776, 0.63178, 0.33450], [-2.16525, 1.57907, 1.40869], [0.45030, -1.66484, 0.66608], [-0.16751, -1.59305, -1.08705], [1.17803, 0.56599, 0.50989], [0.73691, 0.91884, -1.06751], [3.31809, -0.35983, -0.51569], [2.03665, -1.64852, -1.21565], [3.37851, -1.03619, -3.09235], [-1.86330, -1.22545, 0.94907], [-0.49501, -0.23529, 1.64013], [-2.55256, 0.57080, -0.32489], [-1.82914, 1.25153, 2.43126], [-3.37828, 1.57133, 1.65175], [-1.86246, 2.65961, 1.40568]]}


Stability check: which of them is least stable? B.